{"formula": "C27H34FINO", "method": "ωB97M-V/def2-TZVPD", "orbital_gap_ev": 6.5, "homo_energy_ev": -10.81, "e_tot_ev": -42888.3370, "lumo_ha": -0.1589, "total_charge": 1, "species": ["C", "C", "C", "C", "C", "C", "O", "C", "C", "C", "C", "C", "C", "C", "F", "N", "C", "C", "C", "I", "C", "C", "C", "C", "C", "C", "C", "C", "C", "C", "C", "H", "H", "H", "H", "H", "H", "H", "H", "H", "H", "H", "H", "H", "H", "H", "H", "H", "H", "H", "H", "H", "H", "H", "H", "H", "H", "H", "H", "H", "H", "H", "H", "H", "H"], "coordinates": [[2.7293, -1.4975, 1.9574], [2.5398, -1.2294, 0.3537], [1.0370, -1.5854, -0.0194], [0.7676, -3.0818, -0.4582], [1.9170, -4.2162, -0.4864], [2.0702, -4.9734, 0.9563], [3.3867, -4.8349, 1.5369], [-0.6742, -3.6056, -0.8762], [-1.8930, -2.6503, -0.9033], [-1.6367, -1.1715, -0.4628], [-2.8726, -0.1870, -0.4764], [-4.2898, -0.7931, -0.9852], [-5.1395, -1.4913, 0.1940], [-4.6818, -1.0282, 1.6620], [-5.0870, -2.9284, 0.0771], [-2.6835, 1.1824, -0.0759], [-3.8433, 2.1429, -0.0794], [-3.8513, 3.0876, -1.3861], [-4.4257, 2.3632, -2.7137], [-5.0903, 4.8813, -1.0340], [-1.3972, 1.6934, 0.3757], [-0.0838, 0.8299, 0.4530], [1.1961, 1.5945, 0.9977], [1.9382, 2.2691, -0.2745], [3.4753, 2.6227, -0.0305], [4.1641, 3.5321, -1.1249], [5.6521, 3.9686, -1.0700], [6.5306, 3.4849, 0.1216], [5.8774, 2.5838, 1.2040], [4.3596, 2.1393, 1.1497], [-0.2045, -0.6523, -0.0081], [2.5016, -2.5913, 2.2027], [2.0330, -0.8564, 2.5993], [3.8334, -1.2751, 2.2332], [2.8916, -0.1834, 0.0386], [3.2979, -1.9548, -0.1411], [1.5520, -5.0449, -1.2113], [2.9135, -3.8515, -0.9092], [1.2101, -4.6448, 1.6412], [1.9108, -6.1082, 0.7800], [3.9556, -4.2227, 1.0231], [-0.8290, -4.7042, -1.1808], [-2.9005, -3.0846, -1.2077], [-4.1551, -1.5373, -1.8529], [-4.9434, 0.0588, -1.4043], [-6.2527, -1.1942, 0.0864], [-4.6482, 0.1186, 1.6866], [-5.4950, -1.3980, 2.3982], [-3.6830, -1.5148, 1.9280], [-4.8608, 1.6299, 0.0405], [-3.7472, 2.8537, 0.8314], [-2.8033, 3.4668, -1.6480], [-5.4384, 1.8351, -2.5136], [-4.6237, 3.1357, -3.5481], [-3.6433, 1.6193, -3.1196], [-1.3567, 2.8073, 0.6764], [1.8821, 0.9942, 1.6815], [0.8111, 2.4825, 1.6384], [1.7997, 1.5335, -1.1611], [1.3233, 3.2044, -0.5696], [3.5349, 3.9010, -2.0215], [6.1204, 4.6318, -1.8693], [7.6233, 3.7842, 0.2421], [6.4799, 2.2081, 2.1019], [3.9195, 1.4523, 1.9543]], "forces_ev_per_a": [[0.43, 0.22, -0.34], [0.02, -0.53, 0.94], [-2.45, -2.91, -1.71], [-1.68, 1.62, 0.06], [-1.31, -0.45, -0.10], [-0.23, -0.59, -1.13], [-0.68, 0.54, -0.46], [-0.56, 3.93, 0.81], [4.57, -0.20, 1.12], [-0.61, 0.34, -0.01], [2.63, -0.50, 0.06], [-0.10, 0.80, 0.25], [-0.40, 0.61, 0.68], [-0.82, -0.83, -0.45], [0.22, 2.01, 0.12], [1.12, -2.59, -0.30], [-0.64, 1.94, 0.24], [0.09, -0.95, -1.19], [-0.06, 0.17, -0.02], [0.63, -0.94, 0.08], [2.60, -2.70, -0.16], [-4.40, 0.48, -0.56], [-0.77, 1.16, -0.28], [0.04, -0.47, 0.05], [3.55, 1.19, -0.26], [1.87, -0.66, 2.02], [-1.55, -2.41, 2.99], [-3.97, -1.30, 0.25], [-2.01, 0.88, -2.33], [1.22, 2.21, -3.04], [0.17, -0.08, -0.02], [0.39, 1.57, -0.41], [0.99, -0.81, -0.94], [-1.88, -0.37, -0.35], [-0.82, -1.52, 0.56], [-1.65, 1.17, 0.52], [0.57, 1.59, 1.04], [-1.38, -0.36, 0.78], [1.51, -0.17, -0.68], [0.27, 1.87, 0.24], [-0.81, -0.58, 0.36], [0.41, 1.98, 0.55], [1.57, 0.95, 0.59], [0.08, 1.27, 1.47], [1.22, -1.34, 0.68], [1.82, -0.66, -0.11], [0.07, -1.75, 0.10], [1.48, 0.68, -1.14], [-1.31, 0.89, -0.34], [1.74, 0.51, -0.30], [0.07, -1.42, -1.40], [-1.48, -0.47, 0.71], [1.74, 0.87, -0.26], [0.44, -1.19, 1.45], [-1.27, 0.97, 0.70], [-0.29, -2.14, -0.54], [-1.16, 0.58, -1.29], [0.57, -1.61, -0.91], [0.57, 1.19, 1.32], [1.20, -1.39, 0.51], [1.09, -0.71, 1.71], [-0.92, -1.08, 1.21], [-1.78, -0.46, -0.30], [-0.90, 0.71, -1.58], [0.91, 1.24, -1.26]], "nbo_charge": [-0.627, -0.461, -0.042, 0.078, -0.494, -0.060, -0.719, -0.195, -0.192, -0.102, 0.357, -0.518, 0.215, -0.665, -0.374, -0.366, -0.274, -0.322, -0.663, 0.129, -0.011, 0.028, -0.460, -0.434, -0.041, -0.219, -0.205, -0.218, -0.205, -0.251, 0.096, 0.239, 0.208, 0.230, 0.249, 0.232, 0.241, 0.234, 0.182, 0.193, 0.474, 0.250, 0.263, 0.278, 0.255, 0.193, 0.212, 0.251, 0.237, 0.245, 0.254, 0.236, 0.216, 0.256, 0.223, 0.251, 0.255, 0.238, 0.226, 0.233, 0.225, 0.240, 0.242, 0.233, 0.220]}